Entry 1:
The following is a DFT calculation (ωB97M-V/def2-TZVPD) of a single C5H8O4 molecule in a non-equilibrium geometry.

Computed properties:
Calculated total energy: -496.12359 Ha
HOMO-LUMO gap: 8.72 eV
SMILES: COC(=COC=O)OC
Strongest force on any atom: 5.2 eV/A
ΔE to the lowest compared entry with this formula, charge and spin: 470.1 kJ/mol

Structure (ORCA input):
```
! RIJCOSX wB97M-V def2-TZVPD def2/J DEFGRID3
* xyz 0 1
O -0.744 1.571 0.218
O -1.367 -0.596 0.108
O 4.241 -0.673 0.022
O 2.244 0.652 -0.066
C -1.056 -1.955 0.033
C -2.151 1.769 -0.051
C 3.726 0.383 -0.012
C 0.974 -0.125 0.075
C -0.378 0.274 0.155
H -2.029 -2.600 0.122
H 1.065 -1.111 -0.128
H -0.264 -2.076 0.685
H -2.405 2.606 -0.568
H -0.550 -2.292 -0.881
H -2.636 0.962 -0.508
H 3.908 1.463 -0.094
H -2.578 1.748 0.891
*
```

=====

Entry 2:
The following is a DFT calculation (ωB97M-V/def2-TZVPD) of a single C5H8O8P2S molecule in a non-equilibrium geometry.

Computed properties:
Calculated total energy: -1878.29766 Ha
HOMO-LUMO gap: 9.73 eV
SMILES: C#CO[P@](=O)(OCCC(=O)O)OP(O)(O)=S
Strongest force on any atom: 2.5 eV/A
ΔE to the lowest compared entry with this formula, charge and spin: 0.0 kJ/mol

Structure (ORCA input):
```
! RIJCOSX wB97M-V def2-TZVPD def2/J DEFGRID3
* xyz 0 1
S 2.294 -4.070 -0.087
P 1.570 0.136 -1.531
P 2.101 -2.179 0.146
O 3.397 -1.491 0.749
O -3.189 -0.973 0.604
O 0.924 -1.787 1.146
O -4.055 1.072 0.798
O 2.204 0.856 -0.196
O 2.210 0.564 -2.752
O 0.036 0.482 -1.539
O 1.782 -1.452 -1.284
C -2.084 0.844 -0.509
C 1.646 1.987 0.175
C -3.138 0.203 0.348
C -0.812 0.038 -0.455
C 1.063 2.939 0.597
H 3.139 -0.778 1.352
H 0.657 -2.621 1.565
H -1.006 -1.027 -0.508
H -0.331 0.212 0.505
H -2.452 0.897 -1.534
H -1.946 1.867 -0.168
H -4.678 0.536 1.315
H 0.763 3.809 1.123
*
```